[1]
The following is a quantum chemistry calculation of a structure of composition C24H23AlCl2NO5S, from the OMol25 dataset.

Atoms and positions in Å:
1 Al 1.09439 0.38243 -1.19785
2 Cl 0.59781 -0.66539 -3.12425
3 C -0.37956 0.55350 -3.92062
4 C -1.04924 0.17612 -5.06847
5 C -1.81509 1.11320 -5.73523
6 C -1.90586 2.40695 -5.24670
7 C -1.24786 2.75849 -4.08089
8 Cl -1.41793 4.35802 -3.47087
9 C -0.44337 1.83957 -3.38257
10 S 0.42510 2.37308 -1.95009
11 H -0.96999 -0.83753 -5.43842
12 H -2.34282 0.83710 -6.63665
13 H -2.49036 3.14989 -5.77138
14 C 4.25446 0.49980 2.17186
15 C 4.45711 -0.21299 0.82841
16 C 5.94204 -0.41263 0.54276
17 O 3.75519 -1.44790 0.80766
18 C 3.86374 0.70450 -0.24562
19 O 4.38063 1.74036 -0.55667
20 O 2.71089 0.28978 -0.77038
21 H 4.80229 -0.02416 2.95628
22 H 3.19417 0.51062 2.43282
23 H 4.61943 1.52394 2.10585
24 H 6.40864 -0.96062 1.36376
25 H 6.43087 0.55409 0.44165
26 H 6.08180 -0.97217 -0.38235
27 H 4.27965 -2.08590 1.30150
28 C -3.40414 -2.19167 2.63158
29 O -2.88935 -0.95255 2.16205
30 C -3.18181 -0.56575 0.91026
31 C -3.89926 -1.33604 0.00349
32 C -4.24457 -0.82371 -1.23523
33 C -3.92026 0.48093 -1.57554
34 C -3.18792 1.24965 -0.69035
35 C -2.75945 0.72012 0.52099
36 N -1.97095 1.55198 1.36537
37 C -0.98396 1.27258 2.18345
38 C -0.20359 0.08950 2.31622
39 C 0.22820 -0.24733 3.61731
40 C 0.86675 -1.43373 3.86679
41 C 1.13235 -2.30443 2.80538
42 C 0.82185 -1.95168 1.51056
43 C 0.19459 -0.73810 1.23596
44 O 0.06366 -0.32000 -0.01554
45 H -3.14706 -2.23667 3.68580
46 H -2.94078 -3.03289 2.11102
47 H -4.48874 -2.24179 2.52061
48 H -4.20189 -2.33861 0.27214
49 H -4.80057 -1.43931 -1.92986
50 H -4.23707 0.89508 -2.52319
51 H -2.92310 2.26715 -0.94794
52 H -2.26520 2.52033 1.35187
53 H -0.75981 2.05909 2.89734
54 H -0.02505 0.42152 4.43172
55 H 1.15673 -1.70263 4.87272
56 H 1.62010 -3.25137 2.99767
57 H 1.11415 -2.57180 0.67382

Its net charge is +1. The spin multiplicity is 1. Its energy above the lowest of the compared OMol25 structures with the same formula, charge and spin is 31.0 kcal per mole. The frontier orbital gap is 0.264 Eh.

---

[2]
The following is a quantum chemistry calculation of a structure of composition C24H23BN9STc, from the OMol25 dataset.

Atoms and positions in Å:
1 Tc -0.62349 -0.43883 -0.89280
2 C -0.72329 -0.52141 3.32985
3 C -0.79603 0.14521 2.13072
4 N -0.64439 -0.72893 1.11171
5 N -0.49632 -1.97939 1.64971
6 C -0.53488 -1.85674 2.98989
7 B -0.39984 -3.18918 0.66806
8 N 0.83052 -2.88924 -0.25031
9 C 1.92045 -3.60908 -0.54313
10 C 2.70163 -2.92300 -1.47292
11 C 2.01106 -1.76105 -1.72260
12 N 0.87738 -1.74014 -0.97768
13 N -1.68483 -3.09547 -0.22458
14 C -2.73314 -3.89621 -0.44561
15 C -3.59913 -3.29800 -1.36946
16 C -3.00476 -2.10288 -1.68431
17 N -1.83839 -1.97600 -0.98177
18 N -0.28923 -4.59341 1.28100
19 C -0.28801 -5.75664 0.63279
20 C -0.23008 -6.79968 1.60632
21 C -0.21276 -6.12708 2.86288
22 N -0.18685 -4.84355 2.65057
23 H -0.79225 -0.10181 4.31985
24 H -0.96320 1.19288 1.95699
25 H -0.44415 -2.71099 3.62985
26 H 2.10955 -4.57218 -0.09633
27 H 3.64070 -3.24000 -1.89648
28 H 2.27868 -0.94982 -2.38287
29 H -2.84685 -4.84920 0.04704
30 H -4.52608 -3.69744 -1.74921
31 H -3.34758 -1.33450 -2.36424
32 H -0.32619 -5.83553 -0.44678
33 H -0.11104 -7.86440 1.44569
34 H -0.15378 -6.55447 3.85356
35 N -0.16483 1.43784 -0.79186
36 S 0.43920 2.65177 0.23382
37 C 1.88880 3.26247 -0.64962
38 C 2.53929 2.46690 -1.58250
39 C 3.70155 2.94755 -2.16562
40 C 4.21431 4.17972 -1.77362
41 C 3.54289 4.95907 -0.83939
42 C 2.37325 4.50125 -0.25184
43 C -0.73553 3.98045 0.06400
44 C -1.55313 4.23333 1.16325
45 C -2.48297 5.25720 1.08545
46 C -2.59722 5.99703 -0.08876
47 C -1.75499 5.74129 -1.16671
48 C -0.81603 4.72571 -1.11015
49 H -0.59740 1.89164 -1.61349
50 H 2.14848 1.49693 -1.85994
51 H 4.20820 2.36723 -2.92436
52 H 5.15328 4.52218 -2.18740
53 H 3.92801 5.93156 -0.56418
54 H 1.86331 5.10662 0.48776
55 H -1.47390 3.65485 2.07683
56 H -3.10977 5.48281 1.93708
57 H -3.33666 6.78437 -0.14933
58 H -1.80142 6.36805 -2.04767
59 H -0.15018 4.55034 -1.94717

Its net charge is +4. The spin multiplicity is 3. Its energy above the lowest of the compared OMol25 structures with the same formula, charge and spin is 9.0 kcal per mole. The frontier orbital gap (alpha / beta) is 0.154 / 0.144 Eh.

---

[3]
The following is a quantum chemistry calculation of an isolated molecule of C24H23ClFN3O5S, from the OMol25 dataset.

Atoms and positions in Å:
1 C -2.58226 2.41551 -5.02856
2 C -1.85079 1.96609 -3.80238
3 C -1.77722 0.61362 -3.49089
4 C -1.08339 0.18913 -2.37522
5 C -0.45316 1.10959 -1.54726
6 C -0.53316 2.47399 -1.82546
7 C -1.23367 2.87481 -2.95503
8 H -1.29295 3.93006 -3.18080
9 C 0.12544 3.47555 -0.93014
10 H 1.20589 3.36845 -1.00270
11 H -0.16186 3.30568 0.10634
12 H -0.15174 4.48682 -1.21538
13 N 0.32482 0.69428 -0.42547
14 S 1.93304 0.43243 -0.83037
15 O 2.68115 0.31302 0.38189
16 O 2.32069 1.43875 -1.76763
17 C 1.90929 -1.15623 -1.66964
18 C 1.67847 -1.16936 -3.02738
19 C 1.57235 -2.38572 -3.69396
20 C 1.68949 -3.58717 -2.98544
21 C 1.91008 -3.54624 -1.60972
22 C 2.02039 -2.33541 -0.94981
23 H 2.18413 -2.29322 0.11700
24 H 1.98617 -4.47301 -1.06423
25 Cl 1.51849 -5.11053 -3.75260
26 N 1.31801 -2.33839 -5.12038
27 O 0.69057 -1.38456 -5.52167
28 O 1.74785 -3.23182 -5.80770
29 H 1.59282 -0.24086 -3.57191
30 C -0.24558 -0.32035 0.43682
31 H -1.25612 -0.00198 0.71271
32 H -0.31235 -1.30625 -0.04210
33 C 0.58339 -0.48848 1.71395
34 O 0.94867 -1.58266 2.08820
35 N 0.77700 0.65555 2.38539
36 H 0.54405 1.51966 1.92263
37 C 1.58944 0.71944 3.57604
38 C 0.73762 1.11434 4.79334
39 C -0.37394 0.11899 4.96461
40 C -1.61097 0.33655 4.37187
41 C -2.61812 -0.60735 4.45950
42 C -2.36888 -1.77895 5.14850
43 C -1.14861 -2.02546 5.74949
44 C -0.15496 -1.06996 5.64904
45 H 0.80537 -1.25216 6.10736
46 H -0.98833 -2.95171 6.27783
47 F -3.34710 -2.70615 5.23893
48 H -3.58266 -0.44725 4.00366
49 H -1.79423 1.25747 3.83740
50 H 0.32839 2.11474 4.64124
51 H 1.37736 1.13072 5.67600
52 H 2.00570 -0.27942 3.72065
53 H 2.40607 1.43039 3.42795
54 H -1.03122 -0.86597 -2.14886
55 H -2.25110 -0.11155 -4.13459
56 H -3.62489 2.10383 -4.98465
57 H -2.54507 3.49632 -5.13324
58 H -2.13785 1.96238 -5.91319

The spin multiplicity is 1. The frontier orbital gap is 0.306 Eh. Its SMILES is Cc1ccc(N(CC(=O)NCCc2ccc(F)cc2)S(=O)(=O)c2ccc(Cl)c([N+](=O)[O-])c2)c(C)c1.

---

[4]
The following is a quantum chemistry calculation of a structure of composition C24H23CsN8OS3, from the OMol25 dataset.

Atoms and positions in Å:
1 Cs 0.42745 -0.46172 -3.13459
2 S -2.10609 0.71065 -1.04794
3 C -1.23862 0.31136 0.30562
4 N -1.52654 -0.71233 1.10880
5 C -1.03584 -0.69760 2.48841
6 C -0.91704 0.73930 2.94111
7 N -0.01576 1.44230 2.03191
8 C 0.98798 2.31313 2.63474
9 C 1.96349 1.54008 3.48738
10 C 2.65444 0.45680 2.94847
11 C 3.53626 -0.26861 3.73432
12 C 3.73847 0.08157 5.06435
13 C 3.05504 1.15962 5.60456
14 C 2.16692 1.88246 4.81733
15 C -0.05202 1.15466 0.72959
16 S 1.09553 1.59735 -0.37900
17 C -2.50525 -1.74027 0.71409
18 C -2.29446 -3.00976 1.50302
19 C -3.23684 -3.42963 2.43660
20 C -3.03218 -4.58619 3.17644
21 C -1.87542 -5.32919 2.98820
22 C -0.93368 -4.91766 2.05321
23 C -1.14049 -3.76579 1.30905
24 H -0.07686 -1.21464 2.57891
25 H -1.75669 -1.22430 3.11002
26 H -0.48436 0.77408 3.94028
27 H -1.89968 1.21925 2.96713
28 H 0.46519 3.05244 3.24664
29 H 1.49593 2.82947 1.82226
30 H 2.50098 0.19136 1.90879
31 H 4.06996 -1.10819 3.30867
32 H 4.42646 -0.48696 5.67590
33 H 3.20532 1.43563 6.64000
34 H 1.62763 2.72139 5.24261
35 H -2.36183 -1.91522 -0.35269
36 H -3.51886 -1.35589 0.85426
37 H -4.14029 -2.84737 2.58308
38 H -3.77407 -4.90605 3.89658
39 H -1.71113 -6.23170 3.56298
40 H -0.03807 -5.50424 1.89433
41 H -0.43094 -3.45290 0.55114
42 N 2.92045 1.98523 -7.27296
43 C 3.04683 1.15876 -6.23021
44 N 2.00649 1.25299 -5.43552
45 C 1.23980 2.20019 -6.06907
46 N 1.76346 2.65622 -7.18894
47 C -0.04456 2.76690 -5.60947
48 C -0.66071 3.76923 -6.36104
49 N -1.79721 4.33334 -5.97969
50 C -2.31645 3.90155 -4.83316
51 C -1.70444 2.91097 -4.08181
52 N -0.57241 2.33613 -4.47190
53 H 3.54145 2.13367 -8.04955
54 H 3.89332 0.50567 -6.09504
55 H -0.21494 4.11285 -7.28386
56 H -3.24248 4.35585 -4.50304
57 H -2.12409 2.57754 -3.14165
58 O -0.14934 -2.70872 -1.53670
59 S -0.58560 -3.54647 -2.71199
60 N -0.31361 -3.14860 -4.09093

The spin multiplicity is 1. Its energy above the lowest of the compared OMol25 structures with the same formula, charge and spin is 2.1 kcal per mole. The frontier orbital gap is 0.262 Eh.

---

[5]
The following is a quantum chemistry calculation of an isolated molecule of C24H23F2N3O4S, from the OMol25 dataset.

Atoms and positions in Å:
1 C -1.05514 -1.01469 2.92906
2 C -0.07548 -0.07815 2.29344
3 C 1.28322 -0.37738 2.29130
4 C 2.19924 0.50333 1.74574
5 C 1.75592 1.68137 1.17882
6 C 0.41297 2.00646 1.18396
7 C -0.49799 1.12702 1.74330
8 H -1.54659 1.38421 1.76218
9 H 0.09539 2.95623 0.78503
10 S 2.93917 2.82065 0.45452
11 O 2.50091 4.15172 0.75582
12 O 4.26590 2.42532 0.82512
13 N 2.82481 2.65195 -1.20195
14 C 1.55329 3.00758 -1.77221
15 H 1.67605 3.20988 -2.83691
16 H 0.78978 2.23175 -1.63589
17 H 1.23228 3.92010 -1.27393
18 C 3.61558 1.61185 -1.82765
19 C 3.14313 0.21685 -1.51253
20 C 3.86421 -0.57960 -0.63034
21 C 3.40804 -1.83645 -0.28452
22 C 2.20400 -2.31297 -0.79595
23 C 1.50322 -1.54053 -1.71666
24 C 1.97717 -0.29273 -2.07453
25 H 1.44002 0.28547 -2.81194
26 H 0.60209 -1.92116 -2.17054
27 C 1.75079 -3.65566 -0.36137
28 O 2.49287 -4.58930 -0.14243
29 N 0.39562 -3.81639 -0.17699
30 N -0.47999 -2.81744 -0.25514
31 C -1.71600 -3.00530 -0.01856
32 C -2.64674 -1.90073 -0.10764
33 C -2.20806 -0.63139 -0.48659
34 C -3.08464 0.43293 -0.55860
35 C -4.42152 0.23373 -0.24457
36 C -4.87883 -1.02546 0.12815
37 C -3.99809 -2.08369 0.19328
38 H -4.35669 -3.05966 0.48512
39 H -5.92369 -1.14883 0.36230
40 O -5.39853 1.23384 -0.26563
41 C -5.06832 2.50211 -0.52062
42 F -4.53230 2.68080 -1.75514
43 F -4.13939 2.99279 0.33930
44 H -5.97262 3.12560 -0.44627
45 H -2.71160 1.40010 -0.85447
46 H -1.16316 -0.49221 -0.71160
47 H -2.11691 -3.98709 0.26032
48 H 0.09164 -4.75207 0.11229
49 H 3.96863 -2.46170 0.39394
50 H 4.78597 -0.20167 -0.21405
51 H 4.63203 1.74807 -1.45461
52 H 3.60332 1.79094 -2.90742
53 H 3.25777 0.30552 1.77021
54 H 1.62642 -1.30120 2.73312
55 H -0.78702 -2.04834 2.72417
56 H -2.06315 -0.83097 2.56642
57 H -1.04903 -0.87538 4.01032

The spin multiplicity is 1. Its energy above the lowest of the compared OMol25 structures with the same formula, charge and spin is 0.0 kcal per mole. The frontier orbital gap is 0.319 Eh. Its SMILES is Cc1ccc(S(=O)(=O)N(C)Cc2ccc(C(=O)N/N=C/c3ccc(OC(F)F)cc3)cc2)cc1.

---

[6]
The following is a quantum chemistry calculation of a structure of composition C24H23HoOSe, from the OMol25 dataset.

Atoms and positions in Å:
1 C -1.70151 0.49812 -2.81957
2 C -1.40498 1.75873 -2.19771
3 C -0.01624 1.76168 -1.85713
4 H -2.14612 2.54038 -2.01790
5 C 0.53446 0.52369 -2.25040
6 C -0.47112 -0.24715 -2.86735
7 H -0.36441 -1.21985 -3.33536
8 H -2.70084 0.17683 -3.13561
9 H 0.56173 2.61555 -1.53559
10 H 1.58318 0.29756 -2.18712
11 C -0.66702 0.82517 2.09852
12 C -2.03706 1.07582 1.80849
13 C -2.70749 -0.19325 1.69855
14 H -2.51488 2.04421 1.65810
15 C -1.71052 -1.20989 1.92900
16 C -0.47908 -0.56405 2.18739
17 H 0.44839 -1.01293 2.49915
18 H 0.07434 1.56562 2.35534
19 H -3.76187 -0.32655 1.40443
20 H -1.89865 -2.28223 1.88023
21 Ho -1.40593 0.10907 -0.39469
22 O 3.55846 0.19581 0.19789
23 C 3.93310 1.58790 0.31282
24 C 4.81973 0.49396 -0.28573
25 H 3.21971 2.13986 -0.26707
26 H 4.36084 2.01148 1.21460
27 H 5.03317 0.56359 -1.37508
28 H 6.57868 -1.36736 -1.15345
29 C 6.66025 -1.21216 -0.07838
30 C 5.80867 -0.25440 0.53444
31 C 5.56452 -0.32170 1.91049
32 H 4.68430 0.16207 2.30923
33 C 6.26441 -1.22934 2.68243
34 H 5.94978 -1.36435 3.70150
35 C 7.24360 -2.04559 2.11725
36 H 7.74824 -2.80477 2.73276
37 C 7.43854 -2.03206 0.72281
38 H 8.11442 -2.74996 0.27082
39 Se -4.44142 2.58647 -0.39854
40 C -5.46233 1.09207 -0.68683
41 C -6.34258 0.61126 0.32184
42 C -7.07530 -0.55227 0.12651
43 C -6.94599 -1.27653 -1.06811
44 C -6.07803 -0.81370 -2.06868
45 C -5.37181 0.37063 -1.90592
46 H -6.46196 1.18269 1.24101
47 H -7.77870 -0.89070 0.88893
48 H -7.54500 -2.17201 -1.22880
49 H -5.97434 -1.38500 -2.99092
50 H -4.71734 0.73758 -2.69859

The spin multiplicity is 5. Its energy above the lowest of the compared OMol25 structures with the same formula, charge and spin is 0.0 kcal per mole. The frontier orbital gap (alpha / beta) is 0.193 / 0.198 Eh.

---

Number 1: molecular weight 535.40 g mol⁻¹, largest force on an atom 0.02314 hartree/bohr. Number 2: molecular weight 578.39 g mol⁻¹, largest force on an atom 0.03760 hartree/bohr. Number 3: molecular weight 519.98 g mol⁻¹, largest force on an atom 0.02145 hartree/bohr. Number 4: molecular weight 668.61 g mol⁻¹, largest force on an atom 0.01680 hartree/bohr. Number 5: molecular weight 487.53 g mol⁻¹, largest force on an atom 0.02822 hartree/bohr. Number 6: molecular weight 571.34 g mol⁻¹, largest force on an atom 0.04342 hartree/bohr.